{
  "formula": "C57H65F3GaO4P2SSb",
  "method": "ωB97M-V with the def2-TZVPD basis set",
  "homo_ev": -8.046,
  "relative_energy_kj_mol": 51.0,
  "homo_lumo_gap_ha": 0.314,
  "elements": ["Ga", "O", "S", "O", "O", "C", "C", "C", "C", "C", "C", "P", "C", "C", "C", "C", "C", "C", "C", "C", "C", "C", "C", "C", "H", "H", "H", "H", "H", "H", "H", "H", "H", "H", "H", "H", "H", "H", "C", "C", "O", "H", "H", "H", "C", "H", "H", "H", "C", "C", "C", "C", "C", "C", "P", "C", "C", "C", "C", "C", "C", "C", "C", "C", "C", "C", "C", "H", "H", "H", "H", "H", "H", "H", "H", "H", "H", "H", "H", "H", "H", "H", "H", "H", "H", "H", "H", "H", "H", "H", "H", "H", "H", "H", "H", "H", "H", "H", "H", "H", "F", "C", "C", "C", "C", "C", "C", "Sb", "C", "C", "C", "C", "F", "C", "C", "C", "C", "C", "C", "F", "C", "C", "H", "H", "H", "H", "H", "H", "H", "H", "H", "H", "H", "H"],
  "positions_angstrom": [[-0.2065, 0.6037, 0.4942], [-1.8954, 1.4496, 1.2093], [-1.6183, 2.9394, 1.3006], [-1.9511, 3.4919, 2.5796], [-0.2470, 3.1038, 0.8296], [-2.6640, 3.6796, 0.0757], [-3.8065, 4.3200, 0.5340], [-4.6511, 4.9463, -0.3681], [-4.3417, 4.9328, -1.7177], [-3.1957, 4.2938, -2.1668], [-2.3301, 3.6464, -1.2881], [-0.8067, 2.8106, -1.9382], [-1.3385, 2.5248, -3.6738], [-0.7439, 3.0696, -4.8081], [-1.1507, 2.6777, -6.0794], [-2.1685, 1.7515, -6.2364], [-2.7895, 1.2200, -5.1122], [-2.3725, 1.5978, -3.8472], [0.3622, 4.2118, -2.0162], [0.1375, 5.3964, -1.3213], [1.0967, 6.3988, -1.3017], [2.2950, 6.2344, -1.9779], [2.5361, 5.0538, -2.6664], [1.5828, 4.0481, -2.6738], [-4.0063, 4.3366, 1.5965], [-5.5397, 5.4522, -0.0151], [-4.9897, 5.4286, -2.4287], [-2.9674, 4.2978, -3.2251], [0.0367, 3.8102, -4.7122], [-0.6698, 3.1078, -6.9487], [-2.4845, 1.4509, -7.2268], [-3.5962, 0.5061, -5.2222], [-2.8623, 1.1735, -2.9775], [-0.7904, 5.5440, -0.7841], [0.9024, 7.3122, -0.7546], [3.0410, 7.0183, -1.9623], [3.4708, 4.9076, -3.1927], [1.7988, 3.1277, -3.1968], [2.2113, 0.5242, 2.4913], [1.6559, 1.0744, 1.1995], [2.3467, 1.8015, 0.5200], [3.2776, 0.7439, 2.5474], [2.0456, -0.5533, 2.5534], [1.7001, 0.9906, 3.3368], [-0.9846, -0.6441, -0.8067], [-1.9487, -0.9262, -0.3823], [-0.3825, -1.5424, -0.9456], [-1.1503, -0.1880, -1.7776], [-5.3309, -2.7565, 2.2051], [-4.4278, -3.0569, 1.0153], [-2.9478, -3.0109, 1.4292], [-2.6902, -1.9674, 2.5396], [-3.6909, -0.8158, 2.3692], [-5.1079, -1.3122, 2.6872], [-0.9367, -1.3675, 2.6008], [0.1070, -2.9062, 2.7077], [-0.3602, -3.9626, 3.7267], [0.2627, -5.3499, 3.4846], [1.5947, -5.2304, 2.7582], [1.3449, -4.7044, 1.3463], [0.3610, -3.5132, 1.3171], [-0.7554, -0.6395, 4.3056], [-1.0591, 0.8676, 4.3112], [-0.9160, 1.4135, 5.7264], [-2.0239, 0.8454, 6.6345], [-2.5740, -0.4807, 6.0960], [-1.4690, -1.3444, 5.4926], [-5.1009, -3.4614, 3.0100], [-6.3792, -2.9159, 1.9489], [-4.6165, -2.3197, 0.2293], [-4.6567, -4.0324, 0.5829], [-2.3408, -2.7928, 0.5496], [-2.6399, -3.9982, 1.7830], [-2.9019, -2.4402, 3.5033], [-3.6309, -0.4474, 1.3429], [-3.4480, 0.0385, 2.9962], [-5.8356, -0.6441, 2.2209], [-5.2781, -1.2548, 3.7658], [1.0698, -2.5116, 3.0556], [-1.4483, -4.0533, 3.7121], [-0.0949, -3.6198, 4.7282], [-0.4094, -5.9595, 2.8722], [0.3744, -5.8727, 4.4358], [2.1047, -6.1942, 2.7133], [2.2559, -4.5534, 3.3093], [0.9320, -5.5188, 0.7453], [2.2861, -4.4283, 0.8759], [-0.5828, -3.8403, 0.8845], [0.7424, -2.7321, 0.6551], [0.3250, -0.7210, 4.4760], [-2.0665, 1.0773, 3.9526], [-0.4018, 1.3915, 3.6172], [-0.9496, 2.5033, 5.7164], [0.0688, 1.1322, 6.1146], [-2.8395, 1.5664, 6.7204], [-1.6361, 0.6946, 7.6446], [-3.3361, -0.2902, 5.3347], [-3.0753, -1.0306, 6.8952], [-1.8832, -2.3081, 5.2024], [-0.7307, -1.5646, 6.2701], [6.5354, 2.2205, -6.5854], [5.6772, 1.7456, -5.6589], [5.7374, 2.2505, -4.3760], [4.8526, 1.7523, -3.4300], [3.9327, 0.7541, -3.7492], [3.8982, 0.2848, -5.0608], [4.7700, 0.7743, -6.0256], [2.4880, 0.0832, -2.3004], [1.9331, -1.6948, -3.3589], [2.7733, -2.7745, -3.6337], [2.3243, -3.8715, -4.3541], [1.0203, -3.8691, -4.8105], [0.5794, -4.9335, -5.5118], [0.1585, -2.8175, -4.5815], [0.6265, -1.7354, -3.8460], [3.8788, -0.7733, -0.9002], [3.8572, -2.1092, -0.5106], [4.7571, -2.6027, 0.4305], [5.6756, -1.7356, 0.9790], [6.5555, -2.2062, 1.8878], [5.7216, -0.3991, 0.6368], [4.8128, 0.0714, -0.2969], [6.4610, 3.0166, -4.1324], [4.8942, 2.1650, -2.4287], [3.1913, -0.4851, -5.3461], [4.7557, 0.4085, -7.0433], [3.8048, -2.7602, -3.3008], [2.9679, -4.7126, -4.5736], [-0.8516, -2.8506, -4.9666], [-0.0507, -0.9088, -3.6621], [3.1325, -2.7917, -0.9400], [4.7600, -3.6405, 0.7339], [6.4460, 0.2530, 1.1058], [4.8193, 1.1294, -0.5228]],
  "forces_ev_per_a": [[-0.33, -0.42, 0.46], [0.29, 0.18, -0.10], [0.28, -0.16, -0.15], [-0.18, -0.03, -0.03], [-0.12, 0.31, 0.11], [-0.02, 0.01, -0.10], [0.06, 0.00, -0.04], [-0.04, 0.01, 0.02], [-0.02, 0.01, 0.01], [-0.01, -0.02, -0.02], [-0.01, 0.04, 0.10], [-0.06, 0.01, 0.22], [0.01, -0.08, -0.03], [0.00, -0.02, 0.04], [-0.02, 0.01, 0.02], [-0.01, 0.03, 0.00], [0.00, 0.00, 0.01], [0.10, -0.06, -0.02], [0.05, 0.04, -0.01], [-0.04, 0.07, -0.05], [-0.02, 0.00, -0.02], [0.02, -0.01, 0.00], [-0.01, 0.01, 0.00], [-0.04, 0.01, 0.04], [0.00, 0.00, 0.00], [-0.01, 0.00, 0.01], [0.00, 0.01, -0.01], [-0.02, 0.03, 0.03], [0.06, 0.03, 0.04], [0.00, 0.00, 0.00], [0.00, -0.01, 0.00], [0.00, 0.00, 0.00], [0.01, -0.03, 0.04], [0.04, 0.01, 0.00], [0.00, 0.00, 0.01], [0.00, 0.00, 0.00], [0.01, -0.01, -0.01], [0.02, -0.15, -0.05], [0.00, 0.00, 0.01], [0.12, 0.02, -0.20], [-0.06, -0.02, -0.01], [0.01, 0.00, 0.01], [-0.02, -0.02, -0.01], [-0.03, -0.02, 0.00], [0.04, 0.00, -0.10], [-0.04, -0.01, -0.07], [0.00, -0.04, 0.03], [0.00, 0.09, -0.09], [0.01, 0.01, 0.01], [0.00, 0.01, 0.00], [-0.01, -0.01, 0.03], [-0.05, 0.03, -0.05], [-0.03, -0.06, -0.04], [0.01, -0.02, 0.01], [0.03, 0.19, -0.04], [-0.01, -0.05, -0.01], [-0.01, -0.02, 0.01], [-0.01, 0.02, -0.01], [0.00, 0.02, 0.02], [-0.01, -0.01, 0.02], [-0.01, 0.02, 0.01], [0.03, -0.01, 0.04], [-0.02, 0.01, -0.02], [-0.02, -0.03, 0.01], [0.01, 0.01, -0.01], [-0.01, -0.01, 0.00], [0.01, 0.00, 0.00], [0.00, -0.01, 0.00], [-0.01, 0.00, 0.00], [0.00, 0.00, 0.00], [0.00, 0.00, 0.00], [-0.01, 0.02, -0.01], [0.00, 0.00, 0.00], [0.00, -0.01, 0.01], [0.00, 0.01, 0.01], [0.02, 0.01, 0.02], [0.01, 0.01, -0.01], [-0.02, 0.01, 0.00], [0.00, 0.00, 0.01], [0.00, 0.00, 0.02], [0.01, 0.01, 0.00], [0.00, 0.00, -0.01], [-0.01, -0.01, 0.00], [0.00, 0.00, 0.00], [0.00, -0.01, 0.00], [0.01, 0.01, -0.01], [0.14, 0.07, -0.02], [0.02, -0.01, 0.01], [0.00, 0.00, -0.02], [0.02, -0.05, -0.03], [0.01, 0.01, -0.03], [0.05, -0.01, 0.04], [0.00, 0.00, -0.01], [0.01, 0.01, 0.00], [0.00, -0.01, 0.00], [0.01, 0.01, 0.00], [0.01, 0.01, -0.01], [-0.01, 0.00, -0.01], [0.02, -0.01, 0.00], [0.00, 0.02, 0.00], [-0.02, 0.00, 0.00], [0.03, 0.00, -0.01], [-0.02, -0.01, 0.00], [-0.02, 0.03, 0.04], [-0.02, -0.02, -0.03], [0.04, -0.03, 0.00], [0.00, 0.00, 0.02], [-0.09, 0.01, 0.00], [-0.05, -0.01, -0.01], [0.08, 0.05, -0.02], [0.01, 0.02, 0.00], [-0.02, -0.03, -0.03], [0.00, 0.03, 0.01], [0.02, -0.02, 0.03], [0.00, -0.03, -0.04], [0.08, 0.00, -0.05], [-0.05, -0.03, 0.03], [-0.06, 0.00, -0.03], [0.04, 0.00, 0.02], [-0.02, 0.00, -0.01], [-0.01, 0.00, 0.01], [-0.06, 0.02, 0.01], [0.00, 0.00, 0.00], [-0.03, 0.01, 0.00], [-0.01, 0.01, 0.00], [0.00, 0.00, -0.01], [0.00, 0.01, 0.03], [0.00, 0.00, 0.00], [0.00, -0.01, 0.00], [0.01, 0.02, 0.01], [0.00, -0.01, -0.01], [-0.04, -0.04, 0.00], [0.00, 0.00, 0.00], [0.01, 0.01, -0.01]],
  "lowdin_charge": [0.50, -0.36, 0.51, -0.27, -0.35, -0.26, -0.05, -0.06, -0.06, -0.07, -0.32, 1.12, -0.38, -0.08, -0.08, -0.09, -0.08, -0.12, -0.35, -0.08, -0.07, -0.09, -0.08, -0.12, 0.11, 0.11, 0.11, 0.11, 0.09, 0.10, 0.10, 0.10, 0.11, 0.10, 0.10, 0.10, 0.10, 0.07, -0.05, -0.45, -0.05, 0.08, 0.06, 0.07, -0.19, -0.01, 0.00, -0.04, -0.20, -0.19, -0.20, -0.42, -0.21, -0.18, 1.13, -0.42, -0.19, -0.19, -0.21, -0.18, -0.19, -0.40, -0.24, -0.18, -0.18, -0.20, -0.19, 0.11, 0.11, 0.11, 0.11, 0.08, 0.11, 0.09, 0.10, 0.08, 0.11, 0.10, 0.10, 0.09, 0.11, 0.11, 0.11, 0.11, 0.11, 0.11, 0.08, 0.09, 0.08, 0.10, 0.09, 0.08, 0.11, 0.11, 0.11, 0.11, 0.10, 0.11, 0.08, 0.12, 0.05, -0.29, -0.01, -0.13, -0.37, -0.11, -0.01, 1.55, -0.41, -0.13, -0.01, -0.28, 0.06, 0.00, -0.14, -0.37, -0.13, -0.01, -0.28, 0.06, -0.01, -0.13, 0.12, 0.09, 0.09, 0.12, 0.11, 0.12, 0.12, 0.08, 0.08, 0.11, 0.12, 0.09]
}